Entry A
DFT (ωB97M-V with the def2-TZVPD basis set) results for 2 unconnected molecules or ions with the total composition C4H14N.

Element x y z (Å)
C1 -1.1286 2.5769 -0.4566
C2 -0.1562 2.1112 0.6100
H1 -1.0519 2.3241 -1.4542
H2 -2.0547 2.6145 -0.0567
H3 -0.8629 3.7071 -0.6803
H4 0.9014 2.2732 0.2561
H5 -0.2901 2.8723 1.3089
H6 -0.4008 0.9872 0.9646
C3 0.0345 -2.1628 -0.1736
C4 1.0701 -2.3487 0.9710
N1 0.1413 -0.9326 -0.9516
H7 0.1350 -3.0652 -0.9393
H8 -1.0777 -2.2492 0.1285
H9 0.6484 -1.8186 1.8648
H10 1.8508 -1.7734 0.8196
H11 1.0359 -1.0393 -1.4304
H12 -0.5806 -0.5858 -1.5792
H13 0.3286 -0.1443 -0.2937
H14 1.4574 -3.3466 1.0921

## Properties
Kohn-Sham gap in eV: 11.4
E_HOMO in eV: -15.04
Total charge: +1

The molecule's natural (NBO) atomic charges, reported in e, are given here:
1. C -0.629
2. C -0.612
3. H 0.203
4. H 0.217
5. H 0.224
6. H 0.215
7. H 0.247
8. H 0.149
9. C -0.250
10. C -0.626
11. N -0.683
12. H 0.237
13. H 0.240
14. H 0.239
15. H 0.211
16. H 0.440
17. H 0.460
18. H 0.452
19. H 0.267


Entry B
DFT (ωB97M-V with the def2-TZVPD basis set) results for 2 unconnected molecules or ions with the total composition C4H14N.

Element x y z (Å)
C1 -1.3992 -2.4234 -2.3571
C2 -0.3012 -1.6766 -1.5442
H1 -2.0661 -3.0697 -1.7749
H2 -2.0995 -1.7464 -2.8491
H3 -0.9041 -2.9780 -3.1463
H4 -0.7247 -1.2291 -0.6219
H5 0.1688 -0.9041 -2.1510
H6 0.3427 -2.4368 -1.0964
C3 1.7156 1.3363 0.6888
N1 0.3960 1.9305 1.1577
C4 -0.3142 1.3103 2.3388
H7 2.1990 2.0400 0.0374
H8 1.5105 0.3968 0.1869
H9 2.3469 1.1032 1.5554
H10 0.6707 2.8598 1.4824
H11 -0.1260 2.1083 0.2987
H12 -0.4881 0.2463 2.0884
H13 0.3109 1.2668 3.2377
H14 -1.2379 1.8658 2.4688

## Properties
Kohn-Sham gap in eV: 10.9
E_HOMO in eV: -14.55
Total charge: +1

The molecule's natural (NBO) atomic charges, reported in e, are given here:
1. C -0.608
2. C -0.618
3. H 0.215
4. H 0.206
5. H 0.216
6. H 0.170
7. H 0.205
8. H 0.216
9. C -0.420
10. N -0.494
11. C -0.422
12. H 0.241
13. H 0.243
14. H 0.239
15. H 0.430
16. H 0.444
17. H 0.241
18. H 0.250
19. H 0.247


Energy ordering: entry B at the bottom, the next structure 30.4 kcal/mol above.


Entry A
DFT (ωB97M-V with the def2-TZVPD basis set) results for 2 unconnected molecules or ions with the total composition C4H14N.

Element x y z (Å)
C1 2.5879 -0.8040 0.5655
C2 1.7085 -1.4363 1.6593
H1 3.5491 -0.3947 0.7980
H2 2.1591 0.0768 0.0443
H3 2.6845 -1.4553 -0.3657
H4 0.5733 -1.4204 1.3322
H5 1.9540 -2.4740 1.7501
H6 1.7980 -0.9487 2.6193
C3 -1.0503 1.4967 -1.6634
N1 -1.0157 0.3034 -0.7131
C4 -2.2124 0.3984 0.2028
H7 -2.0904 1.8508 -1.9006
H8 -0.6192 2.3913 -1.1743
H9 -0.4606 1.3773 -2.5195
H10 -0.1646 0.4268 -0.1509
H11 -0.9198 -0.5800 -1.3020
H12 -3.1455 0.0888 -0.3299
H13 -2.1677 1.4051 0.5165
H14 -2.2422 -0.3960 1.0893

## Properties
Kohn-Sham gap in eV: 11.4
E_HOMO in eV: -14.97
Total charge: +1

The molecule's natural (NBO) atomic charges, reported in e, are given here:
1. C -0.620
2. C -0.596
3. H 0.238
4. H 0.162
5. H 0.212
6. H 0.152
7. H 0.230
8. H 0.226
9. C -0.442
10. N -0.516
11. C -0.431
12. H 0.250
13. H 0.240
14. H 0.245
15. H 0.450
16. H 0.456
17. H 0.250
18. H 0.230
19. H 0.264


Entry B
DFT (ωB97M-V with the def2-TZVPD basis set) results for 2 unconnected molecules or ions with the total composition C4H14N.

Element x y z (Å)
C1 -2.3392 -0.1367 -1.4787
C2 -2.3705 -0.4614 0.0366
H1 -1.7095 -0.7655 -2.1164
H2 -3.3111 -0.5030 -1.8248
H3 -2.0230 0.8954 -1.6156
H4 -2.0803 -1.4934 0.2545
H5 -3.3537 -0.2815 0.4581
H6 -1.6265 0.1718 0.5066
C3 1.9956 -0.2028 1.6965
C4 2.0646 0.1408 0.2062
N1 0.7879 0.6274 -0.3781
H7 2.7972 -0.8656 1.9898
H8 1.0349 -0.6895 1.8863
H9 1.9358 0.7404 2.2408
H10 2.3306 -0.7673 -0.3425
H11 2.8626 0.8520 -0.0057
H12 0.5998 1.5643 -0.0228
H13 0.8448 0.6660 -1.3994
H14 -0.0163 0.0153 -0.2001

## Properties
Kohn-Sham gap in eV: 11.8
E_HOMO in eV: -15.40
Total charge: +1

The molecule's natural (NBO) atomic charges, reported in e, are given here:
1. C -0.649
2. C -0.607
3. H 0.207
4. H 0.252
5. H 0.199
6. H 0.219
7. H 0.247
8. H 0.145
9. C -0.623
10. C -0.233
11. N -0.673
12. H 0.264
13. H 0.218
14. H 0.226
15. H 0.226
16. H 0.235
17. H 0.442
18. H 0.449
19. H 0.457


Energy ordering: entry B at the bottom, the next structure 17.0 kcal/mol above.


Entry A
DFT (ωB97M-V with the def2-TZVPD basis set) results for 4 unconnected molecules or ions with the total composition CH10N2O3.

Element x y z (Å)
N1 -1.5353 0.2502 1.5978
C1 -0.2653 0.3312 0.9039
N2 -0.3812 0.7840 -0.4106
H1 -1.9131 1.1460 1.8670
H2 -2.1839 -0.3269 1.0825
H3 0.3623 1.0268 1.4916
H4 0.5970 0.9741 -0.7022
H5 1.6695 -0.4462 -0.6031
H6 -0.9779 0.1725 -1.0769
O1 1.2354 -1.3088 -0.9441
H7 0.2646 -0.6382 0.8933
H8 -2.1079 -1.2324 -1.9534
O2 -2.1007 -0.7587 -1.1053
H9 3.1638 1.2098 -0.4416
H10 1.8063 -1.9621 -0.4956
O3 2.3665 0.7788 -0.1033

## Properties
Kohn-Sham gap in eV: 4.4
E_HOMO in eV: -9.40

The molecule's natural (NBO) atomic charges, reported in e, are given here:
1. N -0.835
2. C -0.139
3. N -0.301
4. H 0.373
5. H 0.402
6. H 0.287
7. H 0.432
8. H 0.482
9. H 0.418
10. O -0.970
11. H 0.319
12. H 0.461
13. O -0.793
14. H 0.460
15. H 0.471
16. O -1.068


Entry B
DFT (ωB97M-V with the def2-TZVPD basis set) results for 4 unconnected molecules or ions with the total composition CH10N2O3.

Element x y z (Å)
N1 -0.9490 1.2937 0.6311
C1 -0.1007 2.3108 0.3040
N2 0.9913 2.0990 -0.3448
H1 -1.8603 1.6031 0.9213
H2 -0.9153 0.5093 -0.0096
H3 -0.3148 3.2613 0.8096
H4 1.3167 3.0305 -0.6098
H5 0.9307 -2.5655 0.3565
H6 -0.4317 -2.5269 1.0015
O1 0.2494 -3.1513 0.7154
H7 1.4571 0.1334 0.0247
H8 2.5456 -0.8955 -0.1613
O2 1.6037 -0.7669 -0.3452
H9 -2.2713 -1.4921 -1.3025
H10 -0.7623 -1.7113 -1.1278
O3 -1.4892 -1.1315 -0.8633

## Properties
Kohn-Sham gap in eV: 10.1
SMILES: [H]/N=C/N.O.O.O
E_HOMO in eV: -9.39

The molecule's natural (NBO) atomic charges, reported in e, are given here:
1. N -0.819
2. C 0.292
3. N -0.775
4. H 0.383
5. H 0.425
6. H 0.147
7. H 0.348
8. H 0.487
9. H 0.470
10. O -0.965
11. H 0.505
12. H 0.472
13. O -0.986
14. H 0.482
15. H 0.499
16. O -0.968


Energy ordering: entry B at the bottom, the next structure 183.1 kcal/mol above.